The following is a quantum chemistry calculation of C21H56CuF4N2O29S11 as an isolated structure at a distorted geometry, from OMol25.

2S+1 ... 2
Orbital gap (spin up / spin down) ... 7.9 / 4.5 eV
Charge ... 0
⟨S²⟩ ... 0.753
Energy relative to the best compared isomer or geometry (same formula, charge and spin) ... 0.0 kcal/mol
F_max ... 8.14 eV/Å
HOMO level (spin up / spin down) ... -11.18 / -11.18 eV

Positions of all 124 atoms, in Å:
Cu1 -0.522 1.290 -3.619
N1 0.300 2.084 -5.336
S1 1.600 2.215 -6.159
O1 2.137 3.546 -6.293
O2 1.672 1.340 -7.290
F1 2.619 1.543 -5.114
S2 -0.650 3.082 -6.344
O3 -0.854 2.573 -7.667
O4 -0.617 4.489 -6.159
F2 -2.020 2.538 -5.682
N2 -0.123 0.607 -1.744
S3 1.410 -0.030 -1.268
O5 1.636 -1.406 -1.584
O6 1.988 0.526 -0.086
F3 2.118 0.716 -2.473
S4 -0.926 -0.071 -0.579
O7 -0.682 0.389 0.761
O8 -1.224 -1.456 -0.733
F4 -2.310 0.704 -0.853
O9 -9.365 -1.411 -2.929
S5 -8.517 -0.724 -1.999
O10 -9.044 -0.156 -0.785
O11 -7.290 -1.726 -1.571
C1 -6.462 -1.224 -0.502
C2 -5.038 -1.325 -0.985
C3 -7.621 0.584 -2.883
H1 -6.546 -1.831 0.400
H2 -6.712 -0.202 -0.219
H3 -4.871 -0.707 -1.867
H4 -4.813 -2.389 -1.046
H5 -4.338 -0.923 -0.247
H6 -6.834 1.018 -2.270
H7 -8.287 1.388 -3.189
H8 -7.218 0.105 -3.773
O12 -3.660 -4.907 5.437
S6 -2.696 -4.647 4.413
O13 -2.541 -5.599 3.345
O14 -3.020 -3.173 3.767
C4 -2.329 -2.863 2.535
C5 -3.286 -3.376 1.463
C6 -1.135 -4.327 5.269
H9 -1.303 -3.231 2.567
H10 -2.258 -1.785 2.370
H11 -3.601 -4.392 1.687
H12 -2.912 -3.237 0.448
H13 -4.239 -2.841 1.511
H14 -0.399 -4.162 4.485
H15 -0.983 -5.231 5.852
H16 -1.222 -3.444 5.891
O15 7.761 2.622 -2.669
S7 7.549 1.239 -2.318
O16 7.288 0.838 -0.951
O17 6.319 0.633 -3.232
C7 5.486 -0.342 -2.610
C8 4.738 -0.973 -3.750
C9 8.953 0.341 -3.037
H17 4.881 0.132 -1.833
H18 6.054 -1.115 -2.080
H19 3.971 -0.341 -4.194
H20 4.226 -1.877 -3.397
H21 5.397 -1.427 -4.491
H22 8.575 -0.628 -3.361
H23 9.625 0.145 -2.203
H24 9.423 0.870 -3.858
O18 0.375 5.192 2.131
S8 -0.395 3.966 2.165
O19 -0.005 2.807 2.925
O20 -1.926 4.253 2.537
C10 -2.183 5.147 3.632
C11 -2.740 4.378 4.819
C12 -0.707 3.484 0.469
H25 -2.776 6.039 3.433
H26 -1.233 5.571 3.966
H27 -2.641 4.820 5.808
H28 -2.170 3.445 4.887
H29 -3.764 4.027 4.678
H30 0.162 2.942 0.100
H31 -0.834 4.428 -0.056
H32 -1.573 2.833 0.410
O21 -2.335 -1.171 6.859
S9 -1.637 -0.324 5.945
O22 -0.816 0.744 6.443
O23 -0.721 -1.296 4.980
C13 0.098 -0.552 4.058
C14 1.526 -0.499 4.607
C15 -2.816 0.385 4.787
H33 -0.341 0.399 3.758
H34 0.154 -1.079 3.101
H35 1.859 -1.481 4.936
H36 1.696 0.218 5.411
H37 2.208 -0.093 3.855
H38 -2.336 1.027 4.052
H39 -3.402 1.052 5.417
H40 -3.353 -0.464 4.371
O24 6.785 0.871 2.852
S10 5.523 0.417 3.372
O25 5.260 0.012 4.724
O26 4.462 1.620 3.176
C16 4.458 2.358 1.959
C17 3.606 3.608 2.177
C18 4.806 -0.797 2.226
H41 3.955 1.757 1.197
H42 5.470 2.631 1.662
H43 4.093 4.303 2.858
H44 2.683 3.235 2.628
H45 3.283 4.139 1.283
H46 5.465 -1.657 2.128
H47 4.652 -0.309 1.266
H48 3.840 -1.100 2.623
O27 -0.390 -1.260 -6.812
S11 0.131 -1.573 -5.520
O28 0.318 -0.507 -4.518
O29 -0.676 -2.792 -4.801
C19 -1.053 -2.624 -3.411
C20 -1.706 -3.848 -2.859
C21 1.705 -2.424 -5.770
H49 -1.721 -1.762 -3.283
H50 -0.168 -2.322 -2.849
H51 -0.895 -4.580 -2.804
H52 -2.399 -4.233 -3.610
H53 -2.207 -3.708 -1.908
H54 1.647 -3.400 -6.245
H55 2.145 -2.540 -4.780
H56 2.295 -1.768 -6.410